ORCA calculation (ωB97M-V/def2-TZVPD) on C4H7NO2 in the gas phase at a distorted geometry.

Energy = -361.591130 Eh
<S²> = 2.01
Strongest force on any atom = 0.1294 hartree/bohr
Spin multiplicity = 3
E_HOMO (spin up / spin down) = -5.7 / -10.3 eV
Energy above the lowest of the compared OMol25 structures with the same formula, charge and spin = 218.07 kJ/mol
HOMO-LUMO gap (spin up / spin down) = 6.71 / 9.41 eV

Each line ends with the natural charge from an NBO analysis.
Positions of all 14 atoms, in Å:
C (1.60, 0.50, -0.38)  -0.34
C (1.23, -0.72, 0.57)  -0.09
C (-0.83, 0.17, 0.43)  0.51
C (-2.12, 0.37, -0.41)  -0.66
N (0.52, 1.42, -0.32)  0.01
O (-0.18, -0.93, 0.33)  -0.49
O (-0.16, 1.22, 1.00)  -0.42
H (2.60, 1.05, 0.04)  0.21
H (1.66, 0.35, -1.38)  0.22
H (1.88, -1.55, 0.32)  0.20
H (1.26, -0.47, 1.56)  0.20
H (-1.89, 0.78, -1.31)  0.20
H (-2.74, 0.96, 0.18)  0.22
H (-2.49, -0.55, -0.54)  0.21

=====

ORCA calculation (ωB97M-V/def2-TZVPD) on 12 unconnected molecules or ions with the total composition C23H72ClN18O15 at a distorted geometry.

Energy = -3493.729444 Eh
Strongest force on any atom = 0.1450 hartree/bohr
E_HOMO = -6.7 eV
Net charge = -1
HOMO-LUMO gap = 8.12 eV

Each line ends with the Löwdin charge.
Positions of all 129 atoms, in Å:
Cl (0.08, 1.04, -0.71)  0.57
O (0.39, 2.40, -0.58)  -0.39
O (-1.00, 0.78, 0.22)  -0.40
O (-0.35, 0.77, -2.04)  -0.39
O (1.29, 0.30, -0.37)  -0.40
C (-6.62, 3.10, 4.42)  -0.74
O (-6.05, 4.12, 4.70)  0.06
N (-7.79, 2.64, 4.89)  0.12
N (-6.26, 2.21, 3.48)  0.14
H (-8.37, 1.87, 4.61)  0.10
H (-8.16, 3.35, 5.51)  0.11
H (-5.48, 2.39, 2.87)  0.11
H (-6.90, 1.42, 3.44)  0.09
C (-4.77, -3.31, 3.61)  -0.83
O (-4.22, -3.04, 4.63)  0.06
N (-5.41, -4.45, 3.41)  0.15
N (-4.86, -2.53, 2.58)  0.17
H (-5.45, -5.00, 4.26)  0.11
H (-6.06, -4.63, 2.67)  0.11
H (-4.44, -1.63, 2.75)  0.12
H (-5.54, -2.74, 1.87)  0.11
C (-2.65, 4.90, -5.54)  -0.74
O (-3.15, 5.73, -6.34)  -0.02
N (-1.63, 5.15, -4.70)  0.14
N (-2.88, 3.65, -5.53)  0.16
H (-1.14, 6.03, -4.81)  0.11
H (-1.33, 4.44, -4.05)  0.10
H (-2.18, 3.00, -5.20)  0.12
H (-3.57, 3.37, -6.21)  0.13
C (5.28, 6.14, 0.92)  -0.83
O (5.99, 7.07, 0.67)  0.06
N (4.26, 6.14, 1.69)  0.15
N (5.45, 4.91, 0.51)  0.15
H (3.47, 5.55, 1.49)  0.12
H (4.10, 6.91, 2.31)  0.12
H (6.22, 4.67, -0.08)  0.12
H (4.61, 4.34, 0.45)  0.11
C (0.86, -5.27, 1.69)  -0.77
O (0.66, -5.95, 0.66)  -0.02
N (0.24, -5.61, 2.77)  0.14
N (1.41, -4.10, 1.82)  0.18
H (0.09, -5.02, 3.57)  0.11
H (-0.42, -6.37, 2.82)  0.12
H (1.71, -3.56, 1.03)  0.13
H (1.13, -3.62, 2.66)  0.11
C (-5.67, -1.37, -6.37)  -0.77
O (-5.73, -0.51, -7.25)  0.02
N (-4.68, -1.83, -5.69)  0.16
N (-6.70, -2.00, -5.87)  0.14
H (-4.84, -2.64, -5.11)  0.11
H (-3.89, -1.20, -5.56)  0.13
H (-6.67, -2.64, -5.09)  0.11
H (-7.56, -1.71, -6.33)  0.11
C (-3.61, -4.86, -1.85)  -0.82
O (-4.71, -4.67, -2.34)  0.01
N (-2.72, -3.95, -1.56)  0.18
N (-3.23, -6.05, -1.54)  0.16
H (-1.99, -4.24, -0.93)  0.11
H (-3.05, -3.00, -1.64)  0.12
H (-3.84, -6.77, -1.91)  0.12
H (-2.30, -6.24, -1.20)  0.11
C (2.81, -5.84, -9.10)  -0.08
C (3.84, -4.94, -8.43)  -0.42
C (3.60, -4.66, -6.92)  -0.19
O (2.20, -4.50, -6.76)  -0.21
C (1.76, -3.83, -5.56)  -0.07
N (5.21, -5.42, -8.72)  0.02
H (2.99, -6.09, -10.15)  0.07
H (1.82, -5.38, -9.13)  0.07
H (2.73, -6.76, -8.53)  0.08
H (3.69, -4.00, -8.97)  0.13
H (4.22, -3.82, -6.61)  0.12
H (3.99, -5.54, -6.41)  0.12
H (2.28, -4.39, -4.79)  0.08
H (0.69, -3.74, -5.39)  0.09
H (2.23, -2.85, -5.52)  0.08
H (5.62, -6.13, -8.13)  0.06
H (5.21, -5.82, -9.65)  0.05
C (6.54, -3.11, -0.64)  -0.08
C (6.94, -1.63, -0.44)  -0.38
C (6.86, -1.14, 1.07)  -0.21
O (7.72, -1.85, 1.90)  -0.23
C (7.61, -1.62, 3.32)  -0.06
N (8.35, -1.59, -0.83)  0.01
H (6.60, -3.43, -1.68)  0.07
H (5.47, -3.23, -0.47)  0.07
H (7.10, -3.80, -0.01)  0.08
H (6.42, -0.97, -1.14)  0.13
H (5.82, -1.23, 1.38)  0.12
H (7.12, -0.09, 1.16)  0.12
H (8.30, -2.28, 3.84)  0.09
H (6.63, -2.01, 3.60)  0.08
H (7.73, -0.55, 3.48)  0.09
H (8.82, -1.83, 0.04)  0.05
H (8.60, -2.37, -1.41)  0.06
C (2.54, 0.00, 6.35)  -0.06
C (1.23, -0.76, 6.59)  -0.46
C (0.33, -0.26, 7.74)  -0.20
O (0.96, -0.31, 9.03)  -0.16
C (0.08, 0.23, 9.97)  -0.15
N (0.44, -0.89, 5.38)  0.04
H (3.20, -0.10, 7.22)  0.08
H (2.35, 1.07, 6.30)  0.08
H (2.90, -0.39, 5.40)  0.08
H (1.65, -1.71, 6.92)  0.13
H (-0.56, -0.89, 7.77)  0.12
H (0.00, 0.71, 7.37)  0.13
H (-0.43, 1.16, 9.75)  0.09
H (0.70, 0.37, 10.86)  0.08
H (-0.67, -0.48, 10.34)  0.08
H (-0.53, -1.04, 5.64)  0.06
H (0.44, -0.01, 4.88)  0.08
C (-2.81, 9.37, 1.63)  -0.10
C (-1.95, 8.24, 1.14)  -0.42
C (-3.00, 7.08, 0.94)  -0.21
O (-3.96, 7.39, -0.05)  -0.21
C (-4.75, 6.31, -0.54)  -0.08
N (-1.26, 8.59, -0.07)  0.04
H (-3.48, 9.23, 2.48)  0.08
H (-3.32, 9.79, 0.76)  0.08
H (-2.29, 10.26, 1.99)  0.07
H (-1.25, 8.09, 1.97)  0.13
H (-3.49, 6.66, 1.82)  0.12
H (-2.45, 6.19, 0.64)  0.11
H (-4.91, 5.58, 0.27)  0.08
H (-4.12, 5.85, -1.29)  0.09
H (-5.73, 6.66, -0.85)  0.09
H (-0.85, 7.76, -0.48)  0.07
H (-1.90, 8.76, -0.83)  0.07